ORCA calculation (the ωB97M-V functional and the def2-TZVPD basis) on the ion C3H7N2S with charge +1 in a non-equilibrium geometry.

Its LUMO energy is -3.82 eV. As for the frontier orbital gap: 0.34580 hartree. Its relative energy (zero: lowest compared OMol25 entry of this formula, charge and spin) is 191.1 kJ/mol. As for the net charge: +1. Its SMILES is C=CS/[NH+]=C/N.

Each line ends with the Löwdin charge.
Cartesian coordinates (Å):
C: -3.232 0.275 0.208  -0.03
C: -2.009 0.217 -0.378  -0.38
C: 1.912 -0.378 -0.259  -0.22
N: 3.061 0.092 0.135  0.18
N: 0.687 -0.160 0.249  -0.29
S: -0.710 -1.191 -0.067  0.90
H: -3.892 1.137 0.064  0.07
H: -3.827 -0.526 0.689  0.08
H: -1.603 0.880 -1.187  0.07
H: 1.987 -1.294 -0.969  0.18
H: 3.868 -0.339 -0.360  0.16
H: 3.166 0.777 0.892  0.16
H: 0.590 0.509 0.983  0.11

***

ORCA calculation (the ωB97M-V functional and the def2-TZVPD basis) on the ion C3H7N2S with charge +1 in a non-equilibrium geometry.

Its LUMO energy (alpha / beta) is -5.88 / -6.11 eV. As for the frontier orbital gap (alpha / beta): 0.29544 / 0.28114 hartree. Its relative energy (zero: lowest compared OMol25 entry of this formula, charge and spin) is 557.4 kJ/mol. As for the net charge: +1.

Each line ends with the Löwdin charge.
Cartesian coordinates (Å):
C: -1.460 0.998 0.385  -0.40
C: -0.273 -1.937 -0.761  -0.06
C: 1.261 1.635 0.941  -0.21
N: -0.501 -0.843 0.107  0.04
N: -1.137 0.094 -0.480  -0.05
S: -0.642 2.069 1.279  1.05
H: 0.848 -2.228 -0.656  0.14
H: -0.836 -2.850 -0.567  0.10
H: -0.445 -1.656 -1.758  0.06
H: 1.479 1.244 2.007  0.08
H: 1.923 2.487 0.783  0.05
H: 1.276 0.914 0.146  0.01
H: -1.491 0.072 -1.425  0.19

***

ORCA calculation (the ωB97M-V functional and the def2-TZVPD basis) on the ion C3H7N2S with charge +1 in a non-equilibrium geometry.

Its LUMO energy is -5.36 eV. As for the frontier orbital gap: 0.30631 hartree. Its relative energy (zero: lowest compared OMol25 entry of this formula, charge and spin) is 324.5 kJ/mol. As for the net charge: +1.

Each line ends with the Löwdin charge.
Cartesian coordinates (Å):
C: 0.817 -0.823 -0.799  -0.15
C: 0.966 0.166 0.028  -0.37
C: -1.399 0.116 -1.082  -0.03
N: 0.744 0.995 2.430  -0.24
N: -0.371 -0.873 -1.345  -0.03
S: 1.522 1.297 0.997  1.11
H: 1.472 -1.673 -0.935  0.17
H: -2.117 0.077 -0.269  0.11
H: -0.836 1.056 -0.968  0.09
H: -1.982 0.056 -2.002  0.11
H: 0.562 -0.003 2.442  0.06
H: 1.188 1.351 3.236  0.05
H: -0.567 -1.741 -1.734  0.13

***

ORCA calculation (the ωB97M-V functional and the def2-TZVPD basis) on the ion C3H7N2S2 with charge +1 in a non-equilibrium geometry.

Its LUMO energy is -4.37 eV. As for the frontier orbital gap: 0.32475 hartree. Its relative energy (zero: lowest compared OMol25 entry of this formula, charge and spin) is 209.2 kJ/mol. As for the net charge: +1. Its SMILES is C[C@H]1[NH+]=CN(S)S1.

Each line ends with the Löwdin charge.
Cartesian coordinates (Å):
C: 1.282 1.226 -0.269  -0.17
C: -0.414 -0.451 -0.528  -0.57
C: -1.453 -0.897 0.420  -0.14
N: 2.107 0.164 -0.275  -0.71
N: -0.028 0.973 -0.380  0.06
S: 1.169 -1.374 -0.156  0.99
S: 3.811 0.055 0.191  0.85
H: 1.783 2.236 -0.129  0.19
H: -0.834 -0.767 -1.439  0.10
H: -1.308 -0.571 1.520  0.12
H: -1.625 -2.033 0.346  0.12
H: -2.395 -0.454 0.015  0.10
H: -0.695 1.794 -0.496  0.21
H: 3.839 -1.239 -0.076  -0.14

***

ORCA calculation (the ωB97M-V functional and the def2-TZVPD basis) on the molecule C3H7N3.

Its LUMO energy is 0.96 eV. As for the frontier orbital gap: 0.32052 hartree. Its relative energy (zero: lowest compared OMol25 entry of this formula, charge and spin) is 292.6 kJ/mol.

Each line ends with the Löwdin charge.
Cartesian coordinates (Å):
C: -1.323 -0.654 0.744  -0.02
C: -0.457 0.403 0.111  -0.53
N: -1.011 1.050 -0.966  0.13
C: 2.283 -0.368 -0.151  -0.02
N: 0.575 1.059 0.815  0.07
N: 1.104 0.035 0.167  -0.16
H: -0.491 1.831 -1.334  0.10
H: -1.545 0.517 -1.635  0.09
H: -1.924 -0.200 1.534  0.08
H: -2.017 -1.127 0.046  0.07
H: -0.731 -1.447 1.193  0.08
H: 3.152 0.180 0.196  0.06
H: 2.385 -1.280 -0.718  0.05

***

ORCA calculation (the ωB97M-V functional and the def2-TZVPD basis) on the molecule C3H7N3 in a non-equilibrium geometry.

Its LUMO energy (alpha / beta) is 0.43 / -0.14 eV. As for the frontier orbital gap (alpha / beta): 0.34496 / 0.29821 hartree. Its relative energy (zero: lowest compared OMol25 entry of this formula, charge and spin) is 450.6 kJ/mol.

Each line ends with the Löwdin charge.
Cartesian coordinates (Å):
C: 0.505 -1.354 0.904  -0.31
C: 1.140 -0.413 -0.122  -0.24
C: -1.548 0.766 -0.618  -0.17
N: -0.451 -1.051 1.561  0.16
N: 0.741 0.925 0.083  -0.10
N: -0.583 1.100 0.376  -0.05
H: 1.128 -2.282 1.029  0.12
H: 2.159 -0.450 -0.142  0.07
H: 0.915 -0.765 -1.160  0.13
H: -2.309 1.535 -0.375  0.08
H: -1.298 0.950 -1.655  0.07
H: -1.910 -0.267 -0.591  0.07
H: 1.512 1.305 0.708  0.16

***

ORCA calculation (the ωB97M-V functional and the def2-TZVPD basis) on a cluster of 2 separate species, C3H7N3 in total in a non-equilibrium geometry.

Its LUMO energy is 0.63 eV. As for the frontier orbital gap: 0.35472 hartree. Its relative energy (zero: lowest compared OMol25 entry of this formula, charge and spin) is 222.6 kJ/mol.

Each line ends with the Löwdin charge.
Cartesian coordinates (Å):
N: -2.085 -0.477 -0.052  -0.02
C: -0.968 0.465 -0.149  -0.29
C: 0.397 -0.134 0.055  -0.14
N: 0.343 -1.413 0.289  0.07
C: 2.959 1.402 -0.027  -0.14
N: 3.953 1.968 -0.195  0.00
H: -2.885 -0.051 0.400  0.07
H: -2.385 -0.778 -0.972  0.07
H: -1.070 1.255 0.606  0.11
H: -0.929 0.999 -1.111  0.11
H: 1.992 0.842 0.070  -0.05
H: -0.560 -1.891 0.370  0.09
H: 1.191 -1.943 0.444  0.11

***

ORCA calculation (the ωB97M-V functional and the def2-TZVPD basis) on a structure of composition C3H7N3 in a non-equilibrium geometry.

Its LUMO energy (alpha / beta) is 0.62 / 0.62 eV. As for the frontier orbital gap (alpha / beta): 0.34467 / 0.34471 hartree. Its relative energy (zero: lowest compared OMol25 entry of this formula, charge and spin) is 328.1 kJ/mol.

Each line ends with the Löwdin charge.
Cartesian coordinates (Å):
N: 0.191 -0.597 1.843  -0.01
C: -0.081 -1.126 0.499  -0.28
C: -0.921 -0.148 -0.287  -0.06
N: 0.518 1.622 -1.019  0.11
C: -0.358 0.583 -1.337  -0.66
N: -0.874 -0.081 -2.256  0.27
H: 0.640 -1.316 2.409  0.07
H: 0.836 0.189 1.806  0.06
H: -0.677 -2.029 0.620  0.10
H: 0.826 -1.382 -0.073  0.11
H: -1.762 0.294 0.248  0.12
H: 1.483 1.446 -1.227  0.08
H: 0.179 2.544 -1.226  0.08

***

ORCA calculation (the ωB97M-V functional and the def2-TZVPD basis) on the molecule C3H7N3 in a non-equilibrium geometry.

Its LUMO energy is 0.85 eV. As for the frontier orbital gap: 0.39349 hartree. Its relative energy (zero: lowest compared OMol25 entry of this formula, charge and spin) is 30.5 kJ/mol. Its SMILES is N#C[C@H](N)CN.

Each line ends with the Löwdin charge.
Cartesian coordinates (Å):
N: -1.745 -0.099 0.298  0.00
C: -0.620 0.639 -0.272  -0.25
C: 0.691 0.046 0.281  -0.41
N: 0.700 -1.365 -0.088  0.04
C: 1.850 0.736 -0.315  -0.19
N: 2.753 1.292 -0.778  0.15
H: -2.448 0.526 0.672  0.07
H: -2.186 -0.682 -0.404  0.07
H: -0.692 1.708 -0.042  0.12
H: -0.575 0.540 -1.363  0.12
H: 0.732 0.226 1.369  0.14
H: -0.042 -1.793 0.462  0.07
H: 1.574 -1.802 0.185  0.08

***

ORCA calculation (the ωB97M-V functional and the def2-TZVPD basis) on the molecule C3H7N3 in a non-equilibrium geometry.

Its LUMO energy is 1.13 eV. As for the frontier orbital gap: 0.36649 hartree. Its relative energy (zero: lowest compared OMol25 entry of this formula, charge and spin) is 383.4 kJ/mol.

Each line ends with the Löwdin charge.
Cartesian coordinates (Å):
C: -0.426 0.371 -1.303  -0.06
C: 0.611 0.516 0.618  -0.23
C: 1.088 -0.936 0.684  -0.12
N: -0.496 0.717 1.363  -0.04
N: -1.581 0.558 0.814  -0.03
N: -1.604 0.395 -0.530  -0.10
H: -0.308 1.253 -1.992  0.07
H: 0.171 -0.497 -1.614  0.05
H: 1.381 1.229 0.620  0.09
H: 0.256 -1.690 0.813  0.09
H: 1.792 -1.263 1.586  0.11
H: 1.663 -1.059 -0.219  0.04
H: -2.546 0.404 -0.842  0.11

***

> relative energy (zero: lowest compared OMol25 entry of this formula, charge and spin) of number 2 (C3H7N2S)?

557.4 kJ/mol